Record 1
{
  "formula": "C3H9N2O",
  "method": "ωB97M-V/def2-TZVPD",
  "species": ["C", "C", "N", "N", "H", "H", "H", "H", "H", "H", "C", "O", "H", "H", "H"],
  "xyz": [[-0.585, -1.683, -0.137], [0.291, -0.924, 0.591], [1.131, -1.478, 1.642], [-1.470, -1.196, -1.084], [-0.670, -2.744, 0.103], [0.212, 0.143, 0.547], [0.855, -1.077, 2.522], [2.115, -1.236, 1.491], [-1.750, -1.840, -1.817], [-1.008, -0.299, -1.380], [0.194, 2.491, -0.502], [-0.202, 1.248, -0.994], [0.459, 2.417, 0.605], [1.071, 2.962, -1.051], [-0.642, 3.214, -0.537]],
  "atomic_forces_ev_per_a": [[1.3, -0.2, 1.6], [-1.3, -1.1, 0.0], [0.1, -0.8, -0.5], [0.7, 1.1, -0.2], [0.2, 0.0, -0.1], [0.2, 0.3, -0.6], [0.1, 0.2, 0.3], [-0.5, 0.0, 0.0], [0.4, 0.2, 0.3], [-1.1, -0.1, -0.2], [-0.4, -1.6, -0.2], [0.4, 1.6, -0.3], [0.2, 0.3, -0.5], [-0.5, -0.3, 0.5], [0.1, 0.4, 0.0]],
  "nbo_charge": [-0.0195, -0.1644, -0.8758, -0.8640, 0.1532, 0.2319, 0.3375, 0.3418, 0.3453, 0.4584, -0.2047, -1.0142, 0.0793, 0.0927, 0.1025],
  "homo_ev": -2.50,
  "total_energy_ev": -8283.105,
  "molar_mass_g_mol": 89.12,
  "total_charge": -1,
  "homo_lumo_gap_ev": 6.9,
  "relative_energy_kj_mol": 177.05,
  "e_lumo_ha": 0.162
}



Record 2
{
  "formula": "C3H9N2O",
  "method": "ωB97M-V/def2-TZVPD",
  "species": ["C", "N", "C", "O", "C", "N", "H", "H", "H", "H", "H", "H", "H", "H", "H"],
  "xyz": [[0.913, 0.096, -0.414], [0.479, 0.395, 0.936], [-0.162, -0.781, 1.679], [0.665, -1.459, 2.427], [-0.247, -0.046, -1.418], [-1.371, 0.877, -1.172], [1.551, -0.810, -0.452], [1.600, 0.893, -0.743], [1.277, 0.668, 1.497], [-0.666, -1.341, 0.835], [-1.031, -0.290, 2.207], [-0.607, -1.073, -1.379], [0.153, 0.174, -2.408], [-1.498, 0.893, -0.160], [-1.056, 1.803, -1.435]],
  "atomic_forces_ev_per_a": [[0.8, -0.1, 0.2], [-0.5, 0.2, -0.3], [-0.2, 0.5, -0.4], [0.2, -0.3, 0.2], [0.1, 0.4, 0.5], [0.2, -0.4, -0.2], [-0.3, -0.1, -0.1], [-0.3, 0.1, 0.0], [0.0, -0.1, 0.1], [0.1, -0.1, 0.1], [0.1, -0.1, 0.2], [-0.1, 0.0, -0.2], [-0.1, -0.3, -0.2], [0.1, 0.2, -0.1], [-0.1, 0.1, 0.2]],
  "nbo_charge": [-0.2341, -0.7208, 0.1528, -0.9292, -0.2293, -0.8508, 0.1586, 0.1564, 0.3553, 0.0393, 0.0467, 0.1818, 0.1645, 0.3769, 0.3318],
  "homo_ev": -2.46,
  "total_energy_ev": -8284.070,
  "molar_mass_g_mol": 89.12,
  "total_charge": -1,
  "homo_lumo_gap_ev": 6.7,
  "smiles": "NCCNC[O-]",
  "relative_energy_kj_mol": 83.98,
  "e_lumo_ha": 0.155
}